(1)
16
Properties=species:S:1:pos:R:3 method="wB97M-V/def2-TZVPD" e_homo_ev=-10.123 smiles="[H]/N=C1/CCCCO1" lumo_ev=0.954 orbital_gap_ev=11.08
H 1.0016 1.5606 0.6992
C -0.9505 1.0766 0.0736
H 1.8616 -0.3764 -0.8777
C 1.0091 -0.9419 -0.4723
H 0.1084 -0.8401 -2.3177
H -1.0982 -1.2562 -1.0344
H -0.1113 1.1436 2.0233
H -2.7031 1.6006 -0.3512
C 0.2065 0.8726 1.0175
O -0.6729 0.7249 -1.2298
H -0.0127 -1.2548 1.3677
N -2.0606 1.5547 0.4426
H 1.6400 -0.6579 1.5833
H 1.2713 -2.0051 -0.5797
C 0.7407 -0.5642 0.9685
C -0.2300 -0.6373 -1.3128


(2)
16
Properties=species:S:1:pos:R:3 method="wB97M-V/def2-TZVPD" e_homo_ev="-7.772 / -7.250" lumo_ev="0.148 / -0.390" orbital_gap_ev="7.92 / 6.86"
H -1.3209 -0.3582 -2.1366
H -1.1323 1.9181 -0.3097
C -0.2836 -0.0751 -1.9177
H -0.1431 -0.9988 2.7763
C -1.0666 0.9658 0.2422
N 1.2749 -0.3265 1.3982
C 0.2587 -1.0916 1.7680
O 2.3238 -0.1415 -0.6874
C -0.0653 0.0567 -0.4371
C 1.2980 -0.0956 -0.0162
H 1.9240 0.1121 2.0417
H -0.8099 1.2005 1.2794
H 0.3940 -0.8117 -2.3586
H -0.0310 -1.9374 1.1647
H -0.1002 0.8850 -2.4257
H -2.0767 0.5365 0.2331


(3)
16
Properties=species:S:1:pos:R:3 method="wB97M-V/def2-TZVPD" e_homo_ev=-9.895 smiles="[H]/N=C1/CC[C@H](O)C1" lumo_ev=0.894 orbital_gap_ev=10.79
H -1.5054 0.1762 -1.5612
H 1.4586 0.9581 1.1680
H 2.3104 0.0084 -0.0547
N -1.8322 -0.7656 1.0379
H 0.9700 1.2652 -1.5863
H -2.6399 -0.4347 0.5047
H -0.8473 1.7380 0.5013
H -0.1288 -0.9563 -1.7461
C -0.8005 -0.7869 0.2969
C 1.3227 0.2398 0.3537
O -0.2817 2.0340 -0.2277
C 0.4047 0.8995 -0.7248
H 0.5614 -1.1948 1.9182
C -0.5990 -0.2120 -1.0885
H 1.0226 -1.9302 0.3711
C 0.5845 -1.0387 0.8375


(4)
16
Properties=species:S:1:pos:R:3 method="wB97M-V/def2-TZVPD" e_homo_ev=-8.541 smiles=Cc1cc[nH]c1.O lumo_ev=0.823 orbital_gap_ev=9.36
C -0.7238 -1.7772 -0.2398
H 0.9061 2.0061 1.3553
H 1.1988 -2.2176 -1.0814
C 0.0281 1.3687 1.5290
H 0.5274 1.4616 -1.6820
N 0.6055 -1.6315 -0.5241
C 1.0988 -0.5289 0.1259
H -0.8297 1.9562 1.2052
H -0.0493 1.2661 2.6179
C 0.0737 0.0662 0.8036
H -2.0516 -0.6202 1.0112
C -1.0805 -0.7411 0.5627
H -0.4284 0.6706 -2.5436
H 2.1362 -0.2886 -0.0428
H -1.2876 -2.5579 -0.7140
O -0.1236 1.5676 -2.3830


(5)
16
Properties=species:S:1:pos:R:3 method="wB97M-V/def2-TZVPD" e_homo_ev=-9.437 lumo_ev=1.088 orbital_gap_ev=10.53
C 0.7160 1.3217 0.1889
H -0.4888 -0.4335 -1.7487
H -1.2579 -2.2625 -0.1979
H 1.4150 1.8841 -0.4390
H -2.5664 -1.1069 -0.5256
H -1.4915 1.4399 0.4344
H 0.8491 1.6463 1.2250
C -0.5773 -0.2577 -0.6691
C -0.7431 1.2581 -0.3433
C -1.5812 -1.2257 -0.0605
H -1.6881 -1.0467 1.0155
O 2.7228 -0.5411 0.9292
H -0.9626 1.9009 -1.1995
H 3.2616 -1.3205 1.1133
C 0.7869 -0.1708 -0.0164
N 1.6054 -1.0857 0.2934


(6)
17
Properties=species:S:1:pos:R:3 method="wB97M-V/def2-TZVPD" e_homo_ev="0.777 / -3.363" s_squared=0.753 total_charge=-1 spin_multiplicity=2 lumo_ev="3.849 / 3.782" orbital_gap_ev="3.07 / 7.15"
H -1.8103 -1.1124 0.0411
C 1.3266 0.5262 -1.9043
O 2.3898 0.6362 -2.4955
C -1.1157 -0.7356 -0.6346
C 0.2446 -0.4968 0.1181
N 1.3365 -0.2939 -0.8257
H -1.3528 0.0996 -1.2732
H 2.0454 -1.0284 -0.8672
H -1.6241 1.1717 2.4773
O -1.3120 -0.7766 2.3460
H 0.9799 0.9939 1.4898
H -0.9796 -1.6844 -1.1370
C -1.0221 0.3303 2.0025
C 0.0605 0.7563 1.0302
H -0.2087 1.6879 0.5426
H 0.7350 1.4635 -1.6202
H 0.3070 -1.5377 0.7101


(7)
17
Properties=species:S:1:pos:R:3 method="wB97M-V/def2-TZVPD" e_homo_ev=-9.350 smiles=O[C@@H]1C[C@]1(O)[C@@H]1CN1 lumo_ev=0.860 orbital_gap_ev=10.21
H 1.3267 -1.8166 -0.4979
H 2.6824 -0.2225 1.4599
C 0.9852 -0.7320 -0.1027
C -1.3232 0.9159 -0.3390
C 1.7567 -0.0192 0.9050
H 0.1104 2.0419 -1.0709
O -0.5786 2.0852 -0.3138
H -0.9197 -1.8171 -1.4260
O -1.0660 -1.8153 -0.4982
H -2.4408 -0.7318 1.0579
C -1.5501 -0.0014 0.8728
H 2.4991 0.0901 -1.3177
N 1.7585 0.3884 -0.7055
H 1.0832 0.9074 1.2382
C -0.5589 -0.4154 -0.0888
H -2.2496 0.7888 -1.0619
H -1.5154 0.3535 1.8886


(8)
17
Properties=species:S:1:pos:R:3 method="wB97M-V/def2-TZVPD" e_homo_ev=-8.195 lumo_ev=-3.678 orbital_gap_ev=4.52
C 1.2095 -2.2872 -0.7506
H 0.5182 0.7681 -0.1875
H 0.0513 0.2886 2.2182
O -1.2808 2.0770 1.0190
H -2.5529 2.8765 -0.3012
C 0.2917 -1.1405 -0.8093
C 0.0027 -0.1805 0.1935
H 1.5019 -0.6698 1.7053
C 0.4413 -0.5237 1.6260
H -0.0482 -1.4621 1.8943
O 2.1023 -2.4688 0.0366
C -1.5713 2.3746 -0.1452
H -1.2073 2.5030 -2.0375
H 0.8856 -3.1237 -1.4031
H -0.2976 -1.1147 -1.7247
H -1.0778 -0.0874 0.1311
N -0.8993 1.9918 -1.2168


We obtain energy relative to the best compared isomer or geometry (same formula, charge and spin) values of 91.3 331.4 109.0 82.6 277.7 241.5 576.1 589.7 kJ/mol for the records listed above, in that order.
We obtain F_max values of 0.91 0.81 0.39 0.80 0.67 7.53 4.72 3.25 eV/A for the records listed above, in that order.
We obtain electronic energy values of -8868.26606 -8865.77835 -8868.08297 -8868.35608 -8866.33401 -10913.26240 -10910.60508 -10910.46433 eV for the records listed above, in that order.